Entry 1:
Density functional theory data (wB97M-V/def2-TZVPD) for an isolated molecule of C4H8N2O.

- E_HOMO (eV) = -9.48
- largest force on an atom (eV/A) = 0.37
- SMILES string = NC(=O)CN1CC1
- LUMO (eV) = 0.9470
- orbital gap (eV) = 10.4
- energy relative to the best compared isomer or geometry (same formula, charge and spin) (kJ/mol) = 174.8

Element x y z (Å)
N (1.56, -0.88, -1.44)
C (1.77, -0.43, -0.16)
O (2.88, -0.23, 0.29)
C (0.51, -0.27, 0.68)
N (-0.35, 0.78, 0.16)
C (-1.71, 0.77, 0.66)
C (-1.42, 0.38, -0.74)
H (2.36, -0.83, -2.06)
H (0.65, -0.82, -1.86)
H (-0.01, -1.24, 0.76)
H (0.84, 0.02, 1.68)
H (-2.00, -0.03, 1.34)
H (-2.13, 1.75, 0.89)
H (-1.53, -0.67, -0.99)
H (-1.62, 1.07, -1.56)

Entry 2:
Density functional theory data (wB97M-V/def2-TZVPD) for a cluster of 8 separate species, C5H23N2O7 in total in a non-equilibrium geometry.

- E_HOMO (eV) = -12.51
- largest force on an atom (eV/A) = 5.50
- total charge = +1
- LUMO (eV) = -2.7055
- orbital gap (eV) = 9.8
- energy relative to the best compared isomer or geometry (same formula, charge and spin) (kJ/mol) = 415.5

Element x y z (Å)
C (-0.18, -1.07, -1.91)
C (0.73, 0.03, -1.21)
C (0.33, 0.36, 0.16)
C (1.01, 0.07, 1.30)
N (0.30, 0.28, 2.45)
C (-0.96, 0.77, 2.09)
N (-0.96, 0.81, 0.63)
H (-0.46, -2.07, -1.31)
H (0.36, -1.21, -2.80)
H (-1.11, -0.73, -2.16)
H (0.87, 1.08, -1.71)
H (1.79, -0.36, -1.20)
H (1.94, -0.63, 1.22)
H (0.54, -0.14, 3.32)
H (-1.69, 1.21, 2.71)
H (-1.80, 1.02, -0.03)
H (-4.07, 1.52, -0.08)
H (-3.70, 0.16, -0.44)
O (-3.72, 0.75, 0.27)
H (0.39, 3.07, -0.76)
H (1.79, 3.41, -1.31)
O (1.25, 2.72, -0.95)
H (-1.70, 0.98, -4.05)
H (-3.06, 0.47, -4.09)
O (-2.59, 1.34, -3.99)
H (3.16, 1.96, 1.38)
H (4.36, 2.22, 0.40)
O (4.09, 2.07, 1.29)
H (0.36, -2.92, 0.39)
H (0.37, -4.41, 0.67)
O (-0.28, -3.66, 0.71)
H (3.71, -2.04, -0.89)
H (3.68, -2.60, 0.52)
O (3.56, -1.78, 0.08)
H (-2.62, -1.69, 3.56)
H (-3.24, -0.32, 2.61)
O (-2.46, -0.69, 3.13)

Entry 3:
Density functional theory data (wB97M-V/def2-TZVPD) for a structure of composition C34H29BClF4N3O5ReS4SbTe in a non-equilibrium geometry.

- E_HOMO (alpha / beta) (eV) = -11.28 / -11.68
- largest force on an atom (eV/A) = 3.52
- expectation value of S² = 0.8044
- 2S+1 = 2
- total charge = +1
- LUMO (alpha / beta) (eV) = -5.1103 / -5.1766
- orbital gap (alpha / beta) (eV) = 6.2 / 6.5
- energy relative to the best compared isomer or geometry (same formula, charge and spin) (kJ/mol) = 254.4

Element x y z (Å)
Re (-1.68, -1.81, 1.32)
O (1.73, 1.88, 4.45)
C (2.46, 0.83, 4.10)
O (3.65, 0.73, 4.22)
C (1.72, -0.37, 3.49)
C (2.29, -1.62, 3.19)
Cl (3.87, -2.11, 3.47)
N (1.38, -2.39, 2.54)
N (0.28, -1.67, 2.36)
C (0.39, -0.52, 2.98)
C (-0.86, 0.35, 3.12)
O (-0.81, 1.25, 3.93)
O (-1.80, 0.03, 2.37)
C (1.63, -3.72, 2.08)
C (1.00, -4.76, 2.71)
C (1.16, -6.04, 2.16)
C (1.98, -6.18, 1.06)
C (2.56, -5.10, 0.45)
C (2.42, -3.85, 0.96)
H (0.76, 1.66, 4.29)
H (0.36, -4.56, 3.59)
H (0.60, -6.92, 2.48)
H (2.03, -7.14, 0.53)
H (3.11, -5.30, -0.46)
H (2.80, -2.94, 0.46)
S (-2.56, -2.30, -3.22)
Sb (-3.59, -3.23, -1.49)
S (-3.74, -1.60, 0.43)
S (-1.16, -3.64, 0.20)
S (-5.07, -4.80, -1.14)
F (-2.29, -5.58, 2.55)
B (-3.46, -5.31, 3.10)
F (-4.56, -5.10, 2.41)
F (-3.57, -5.31, 4.46)
F (-2.37, -2.58, 3.01)
C (2.47, 5.37, -3.70)
C (1.76, 4.33, -2.83)
C (0.76, 3.53, -3.47)
C (0.13, 2.56, -2.74)
C (-0.88, 1.64, -3.38)
C (0.40, 2.40, -1.36)
Te (-0.67, 1.31, 0.01)
N (-0.72, -0.76, -0.20)
C (0.24, -1.49, -0.93)
O (0.14, -2.73, -1.10)
C (1.45, -0.78, -1.53)
C (2.38, -0.05, -0.82)
C (3.40, 0.63, -1.47)
C (3.46, 0.61, -2.86)
C (2.61, -0.24, -3.58)
C (1.64, -0.97, -2.94)
C (-2.63, 1.76, -0.34)
C (-3.42, 1.02, -1.33)
C (-4.73, 1.39, -1.56)
C (-5.27, 2.42, -0.85)
C (-4.52, 3.16, 0.04)
C (-3.21, 2.76, 0.40)
C (-2.47, 3.47, 1.62)
C (1.39, 3.17, -0.76)
C (1.90, 3.00, 0.67)
C (1.97, 4.18, -1.50)
H (1.73, 5.81, -4.39)
H (3.22, 4.84, -4.28)
H (2.96, 6.19, -3.06)
H (0.60, 3.75, -4.49)
H (-0.61, 1.38, -4.41)
H (-1.85, 2.22, -3.47)
H (-1.06, 0.73, -2.82)
H (2.17, -0.06, 0.27)
H (4.08, 1.20, -0.83)
H (4.19, 1.21, -3.26)
H (2.81, -0.26, -4.61)
H (1.00, -1.65, -3.52)
H (-2.93, 0.32, -1.98)
H (-5.24, 0.82, -2.29)
H (-6.24, 2.79, -1.08)
H (-5.03, 4.02, 0.54)
H (-2.79, 4.51, 1.77)
H (-1.37, 3.46, 1.61)
H (-2.84, 2.97, 2.50)
H (1.88, 2.02, 1.18)
H (1.45, 3.68, 1.37)
H (2.99, 3.18, 0.67)
H (2.65, 4.93, -1.05)

Entry 4:
Density functional theory data (wB97M-V/def2-TZVPD) for a cluster of 2 separate species, C33H48N4P in total in a non-equilibrium geometry.

- E_HOMO (eV) = -9.88
- largest force on an atom (eV/A) = 2.19
- total charge = +1
- LUMO (eV) = -4.1112
- orbital gap (eV) = 5.8
- energy relative to the best compared isomer or geometry (same formula, charge and spin) (kJ/mol) = 0.0

Element x y z (Å)
C (2.69, 4.57, -3.15)
C (1.54, 5.56, -2.88)
N (0.98, 5.38, -1.53)
C (0.20, 6.35, -0.73)
C (-0.17, 5.56, 0.55)
C (0.43, 4.18, 0.36)
C (0.43, 3.05, 1.14)
C (1.07, 1.87, 0.68)
C (1.13, 0.74, 1.53)
C (1.92, -0.42, 1.39)
C (1.65, -1.55, 2.21)
C (2.36, -2.71, 2.04)
C (3.36, -2.77, 1.04)
N (3.96, -4.01, 1.01)
C (5.08, -4.27, 0.09)
C (5.04, -3.34, -1.13)
C (4.77, -1.85, -0.78)
C (3.69, -1.67, 0.25)
C (3.01, -0.50, 0.47)
C (3.40, -4.91, 2.04)
C (2.32, -4.04, 2.74)
C (1.64, 1.88, -0.62)
C (1.69, 3.02, -1.39)
C (1.08, 4.16, -0.89)
C (2.38, 3.11, -2.73)
H (2.97, 4.60, -4.21)
H (3.58, 4.93, -2.61)
H (1.86, 6.60, -2.99)
H (0.73, 5.41, -3.60)
H (0.82, 7.23, -0.53)
H (-0.67, 6.66, -1.30)
H (0.24, 6.02, 1.46)
H (-1.25, 5.47, 0.68)
H (-0.04, 3.07, 2.11)
H (0.48, 0.77, 2.40)
H (0.88, -1.50, 2.96)
H (6.01, -4.14, 0.65)
H (5.05, -5.33, -0.20)
H (5.96, -3.43, -1.71)
H (4.24, -3.69, -1.80)
H (5.69, -1.38, -0.41)
H (4.49, -1.29, -1.68)
H (3.37, 0.38, -0.01)
H (2.99, -5.80, 1.56)
H (4.20, -5.23, 2.71)
H (2.55, -3.90, 3.81)
H (1.33, -4.49, 2.67)
H (1.97, 0.96, -1.06)
H (1.76, 2.61, -3.48)
H (3.32, 2.53, -2.68)
C (-4.44, 2.14, -1.69)
C (-4.09, 1.44, -0.37)
C (-2.77, 2.00, 0.19)
C (-5.23, 1.68, 0.64)
N (-4.04, -0.03, -0.63)
C (-3.18, -0.65, -1.66)
C (-2.83, -2.09, -1.24)
N (-3.43, -2.38, 0.08)
C (-2.82, -3.32, 1.08)
C (-2.61, -4.68, 0.38)
C (-3.82, -3.50, 2.23)
C (-1.48, -2.81, 1.63)
P (-3.51, -0.80, 0.87)
H (-2.17, -0.56, 0.51)
H (-5.36, 1.74, -2.10)
H (-4.57, 3.21, -1.55)
H (-3.65, 1.99, -2.42)
H (-2.55, 1.58, 1.17)
H (-1.93, 1.78, -0.47)
H (-2.83, 3.08, 0.30)
H (-5.00, 1.21, 1.60)
H (-5.39, 2.75, 0.82)
H (-6.16, 1.25, 0.27)
H (-3.72, -0.64, -2.62)
H (-2.28, -0.04, -1.80)
H (-3.23, -2.83, -1.96)
H (-1.75, -2.25, -1.20)
H (-1.90, -4.58, -0.44)
H (-2.23, -5.42, 1.07)
H (-3.55, -5.04, -0.03)
H (-3.98, -2.56, 2.75)
H (-4.79, -3.83, 1.84)
H (-3.47, -4.24, 2.95)
H (-1.62, -1.90, 2.22)
H (-1.02, -3.55, 2.28)
H (-0.77, -2.59, 0.83)

Entry 5:
Density functional theory data (wB97M-V/def2-TZVPD) for a cluster of 4 separate species, C3H13N2OS2 in total in a non-equilibrium geometry.

- E_HOMO (alpha / beta) (eV) = -9.03 / -9.47
- largest force on an atom (eV/A) = 1.96
- expectation value of S² = 0.7542
- 2S+1 = 2
- LUMO (alpha / beta) (eV) = 0.3134 / -2.2610
- orbital gap (alpha / beta) (eV) = 9.3 / 7.2
- energy relative to the best compared isomer or geometry (same formula, charge and spin) (kJ/mol) = 14.7

Element x y z (Å)
S (0.12, 1.34, -0.85)
S (0.63, -0.45, -0.08)
C (-2.32, -1.79, -1.62)
C (-2.42, -1.93, -0.30)
C (-2.60, -0.82, 0.72)
N (-2.02, -1.27, 1.98)
N (2.32, 2.71, 1.30)
H (0.38, 1.14, -2.14)
H (-2.27, -2.60, -2.33)
H (-2.23, -0.78, -2.01)
H (-2.65, -2.90, 0.15)
H (-3.69, -0.75, 0.77)
H (-2.21, 0.08, 0.23)
H (-1.01, -1.16, 1.94)
H (-2.25, -0.58, 2.69)
H (1.64, 2.04, 1.63)
H (2.66, 3.23, 2.09)
H (3.00, 2.24, 0.74)
H (4.54, -0.05, -1.05)
H (3.12, -0.12, -0.39)
O (3.92, 0.42, -0.49)

Entry 6:
Density functional theory data (wB97M-V/def2-TZVPD) for a cluster of 2 separate species, C6H14OSi2 in total in a non-equilibrium geometry.

- E_HOMO (alpha / beta) (eV) = -4.64 / -9.58
- largest force on an atom (eV/A) = 5.64
- expectation value of S² = 2.0168
- 2S+1 = 3
- LUMO (alpha / beta) (eV) = 0.5257 / -1.5333
- orbital gap (alpha / beta) (eV) = 5.2 / 8.0

Element x y z (Å)
C (-0.68, 0.39, -2.99)
C (1.86, -2.44, 0.42)
C (-0.08, -0.69, -2.14)
C (0.64, -2.02, 0.65)
C (1.54, 1.93, 2.11)
C (1.82, 1.88, 0.82)
O (-1.54, -0.30, 0.44)
Si (-2.89, 0.30, 1.05)
Si (-0.41, -0.94, -0.45)
H (-0.71, 0.01, -3.96)
H (-1.71, 0.67, -2.81)
H (2.30, -2.95, 1.23)
H (2.22, -2.60, -0.62)
H (0.85, -1.15, -2.55)
H (0.33, -2.09, 1.70)
H (-0.12, 1.27, -2.76)
H (0.83, 1.15, 2.51)
H (1.69, 2.77, 2.80)
H (1.57, 0.78, 0.40)
H (2.26, 2.76, 0.27)
H (-2.75, 1.44, 2.00)
H (-3.81, 0.67, -0.07)
H (-3.22, -0.85, 1.96)

Entry 7:
Density functional theory data (wB97M-V/def2-TZVPD) for a structure of composition C28H23BrN4O10SSr in a non-equilibrium geometry.

- E_HOMO (eV) = -3.22
- largest force on an atom (eV/A) = 2.93
- total charge = -2
- LUMO (eV) = 3.9103
- orbital gap (eV) = 7.1
- energy relative to the best compared isomer or geometry (same formula, charge and spin) (kJ/mol) = 108.6

Element x y z (Å)
Sr (-1.05, -0.11, -1.03)
O (1.82, -5.58, -3.15)
C (1.22, -4.39, -2.85)
C (-0.14, -4.33, -2.57)
C (-0.71, -3.10, -2.30)
N (0.02, -1.98, -2.24)
C (1.33, -2.04, -2.50)
C (1.97, -3.23, -2.83)
C (2.11, -0.71, -2.43)
O (3.32, -0.78, -2.70)
O (1.44, 0.30, -2.09)
C (-2.24, -2.94, -2.12)
O (-2.89, -4.00, -2.06)
O (-2.65, -1.76, -2.13)
H (1.14, -6.26, -3.16)
H (-0.78, -5.21, -2.57)
H (3.02, -3.23, -3.06)
C (5.25, 3.93, 1.56)
C (3.77, 3.70, 1.32)
C (2.82, 4.62, 1.78)
C (1.47, 4.37, 1.60)
C (1.06, 3.21, 0.97)
C (1.99, 2.31, 0.46)
C (3.34, 2.57, 0.65)
S (-0.68, 2.80, 0.92)
O (-0.86, 1.83, 1.97)
O (-1.40, 4.06, 1.11)
N (-0.89, 2.11, -0.48)
C (-1.49, 2.60, -1.58)
C (-1.84, 3.96, -1.81)
C (-2.43, 4.31, -2.99)
C (-2.67, 3.34, -3.97)
C (-2.32, 2.05, -3.67)
N (-1.74, 1.67, -2.53)
H (5.41, 4.82, 2.16)
H (5.77, 4.04, 0.60)
H (5.68, 3.07, 2.08)
H (3.15, 5.52, 2.28)
H (0.72, 5.06, 1.96)
H (1.67, 1.43, -0.07)
H (4.07, 1.86, 0.25)
H (-1.67, 4.68, -1.02)
H (-2.71, 5.34, -3.17)
H (-3.14, 3.59, -4.92)
H (-2.52, 1.24, -4.37)
C (3.32, -2.24, 0.86)
C (1.84, -1.93, 0.84)
N (1.00, -3.00, 0.74)
O (1.43, -0.79, 0.92)
H (3.53, -3.31, 0.93)
H (3.77, -1.72, 1.71)
H (3.77, -1.84, -0.05)
H (1.33, -3.90, 0.47)
H (0.01, -2.78, 0.67)
Br (-4.18, -4.84, 4.38)
C (-3.81, -3.02, 3.89)
C (-4.05, -2.04, 4.83)
C (-3.78, -0.72, 4.49)
C (-3.28, -0.41, 3.23)
C (-3.03, -1.42, 2.31)
C (-3.30, -2.74, 2.64)
C (-2.41, -1.04, 0.98)
O (-2.85, -0.02, 0.42)
O (-1.49, -1.79, 0.56)
H (-4.42, -2.30, 5.82)
H (-3.96, 0.07, 5.22)
H (-3.05, 0.61, 2.95)
H (-3.12, -3.52, 1.91)

no.,DFT total energy (eV)
1,-9304.581
2,-22862.335
3,-133805.743
4,-50243.754
5,-30018.360
6,-24246.571
7,-137566.842